--- w ---
Below is a structure of composition C35H39N5O8PSTi, with properties calculated with ωB97M-V with the def2-TZVPD basis set.

Calculated values
total charge: +1
HOMO energy: -10.27 eV

Cartesian coordinates (Å):
C -3.58832 1.75497 -0.56652
C 0.33494 -3.70189 2.72985
N 3.06269 2.75533 1.93408
H -2.53434 -0.33040 3.91594
C -1.97083 3.12343 -2.67973
N -0.11965 2.07177 -1.59811
O 0.57463 -3.21236 -0.27086
H 4.27289 4.40283 2.30570
H 3.01876 0.59024 4.50097
C 1.74438 0.42462 2.74192
H -3.88174 -2.34959 -1.72407
O -0.94575 -0.47668 -1.41991
P 2.32805 -0.33493 -1.49639
H -4.17608 -0.62974 -1.39720
H -2.26652 -4.29643 2.22444
C 1.22971 -2.74905 -5.24806
C 3.37638 2.16743 3.13713
C 0.89519 -1.40359 -5.14570
O -1.24405 -1.87247 2.46423
O 1.96697 2.56025 -0.04942
C 0.23295 3.38232 -3.55630
C -3.54875 1.09222 1.71172
C -5.73049 0.79056 0.40197
H -4.15126 1.96139 -1.46642
H 1.12055 -3.02987 3.07489
C -0.05911 2.50738 4.34892
H 0.62621 3.34370 4.43236
C -1.46303 1.30424 3.02026
C -1.12829 3.63112 -3.65219
S -1.99381 -1.07996 -2.36238
N 1.54790 0.99773 1.47439
C -0.64659 -2.96728 1.81155
H 0.93535 3.79366 -4.26698
O 0.42452 -1.17062 0.57843
C 0.69267 2.60801 -2.50952
H -1.50923 0.05368 6.15171
H 4.21029 -1.75285 -0.96434
C 3.59879 0.77684 -2.19044
C 1.86465 -3.38700 -4.19258
H -2.48771 -3.36837 0.74444
H -3.02723 3.34636 -2.68997
C -4.26679 1.24897 0.53974
H -3.07884 -1.56815 -0.32817
H 2.74930 -2.24546 -0.06877
C -0.35486 1.73025 5.45955
H -0.52110 -1.33323 2.83349
H -1.34313 -4.72771 0.77190
C -1.25252 0.68709 5.31330
N -1.49436 1.49202 0.56612
O -6.42465 0.88763 1.40895
C 0.15312 -2.49427 0.59386
C -3.43120 -1.43015 -1.35169
C -1.83042 0.47425 4.07347
O -5.93118 0.32055 -0.74165
O 1.07688 -0.51245 3.14342
H -0.48633 -2.74451 -3.10320
C 2.17875 -2.68485 -3.03555
H 3.86483 1.54887 -1.46973
H -2.19657 -3.21599 -3.27881
H 0.99244 -3.29896 -6.14905
H 0.10310 1.94861 6.41437
C 1.86314 -1.33378 -2.93532
C -1.45809 -2.75839 -2.61949
C 1.20918 -0.70052 -3.99390
H -4.09032 0.87465 2.62262
H 0.78598 -4.54740 2.21093
C 3.33256 -1.39949 -0.42280
C -1.75406 -3.90122 1.34866
C 2.19100 2.13438 1.08779
H 2.92564 4.71031 1.19008
H 0.39416 -0.90269 -5.96362
H 0.94062 0.34805 -3.92290
H 4.11873 2.68728 3.72684
H -1.40719 -3.27966 -1.66517
C -2.17246 1.24345 1.71448
H 3.65674 -0.81095 0.43661
H 1.74568 2.43577 -2.36600
H 4.47439 0.17387 -2.43214
C 2.79029 1.03713 3.54650
H -1.52506 4.23777 -4.45494
C -1.42916 2.35254 -1.66263
H 4.34272 3.80964 0.63265
N -0.58686 2.30424 3.14602
H -0.21654 -4.06856 3.59509
C 3.69030 3.99569 1.48417
H 2.65599 -3.20170 -2.21511
H 2.11808 -4.43616 -4.26587
C -2.22517 1.85576 -0.52381
H 3.24994 1.24398 -3.10887
Ti 0.28763 0.48653 -0.03924

--- x ---
Below is a structure of composition C35H39N5O8PSTi, with properties calculated with ωB97M-V with the def2-TZVPD basis set.

Calculated values
total charge: +1
HOMO energy: -10.69 eV

Cartesian coordinates (Å):
H -3.82224 3.42499 -2.26935
H 2.97532 -2.86035 -2.00694
H 1.00498 4.01423 2.39893
C 2.79330 2.89273 1.93764
C 3.29305 1.58875 1.92823
C 2.47063 -2.59076 -1.07857
N -3.80849 1.36743 -1.82828
C -0.51438 2.89978 -2.93715
H -5.25198 0.39440 -2.96326
H -3.45957 -3.59042 2.86844
O 4.44619 4.59686 2.28089
C -4.49703 2.65342 -1.90799
O -0.10036 -3.80245 0.51734
N 2.05911 -1.82547 2.32212
C 2.43907 0.50921 1.84122
C -0.11968 -1.04436 -5.41764
H -1.41140 3.27385 -2.45269
C 3.83710 -3.42548 2.47914
C -0.82865 1.95341 2.27054
H -0.11830 -2.67472 -2.45472
H -1.46376 -4.42739 4.10845
C 1.42903 3.03856 2.20131
C 0.50268 4.22218 -0.79813
C 1.07101 -0.93199 -2.90078
H -5.33094 2.55279 -2.59694
C -1.50713 2.89269 3.02656
H -4.54125 1.39868 2.86567
H 4.36212 1.45008 1.99174
H -0.65609 -1.67443 3.49274
H -3.25682 -2.71276 1.33396
H 2.13797 0.77500 -3.67893
H 4.13539 -4.44192 2.69465
C -2.56106 -1.09014 -1.46794
C 0.81182 -0.05443 -5.13368
C 0.14952 -1.93592 -3.19943
N -1.44979 0.91557 1.70448
C -4.34407 0.24159 -2.39621
H 3.08331 1.19576 -1.29155
C 2.94987 -0.89110 1.97454
H 1.75180 -3.80038 2.80497
O -2.25811 2.33882 -0.52864
C -1.42648 -3.10974 2.42293
O -2.01592 -2.16788 -1.29619
O 0.39030 1.59141 -0.81579
H -3.42141 3.41080 3.83616
H -0.57633 -1.09262 -6.39781
H 5.01861 -0.41047 1.57298
C -0.79884 -4.20476 3.27483
C 1.40215 0.00499 -3.87938
C -2.83649 -3.48268 1.98064
H -3.19452 -0.14468 1.45573
C 4.75959 -2.45684 2.12455
S 0.80317 2.74919 -1.74170
H 0.15927 -3.87068 3.68118
H 3.18198 -2.62701 -0.25408
C 0.63344 1.93174 2.07946
C 4.31078 -1.17384 1.85950
C -3.49206 1.59284 2.69430
H 0.46847 5.04244 -1.51812
N -2.00316 0.09620 -0.94120
C -2.65605 1.31201 -1.06671
C 2.50203 -3.05956 2.55187
H 3.75005 -0.03874 -2.39220
O -1.53049 -1.90369 3.15521
P 1.81423 -0.90732 -1.24061
C -2.86210 2.70409 3.23740
N 1.10041 0.70372 1.74707
C -3.77424 -0.95758 -2.25261
C -2.75352 0.72532 1.91840
H -0.67041 1.91780 -3.37839
H -0.45588 4.10239 -0.29273
H -0.15152 3.58980 -3.70100
Ti -0.23791 -0.00908 0.18660
H -1.16211 -2.76701 -4.66969
H -0.97968 3.72498 3.47055
H -4.18707 -1.84809 -2.69943
H 1.36544 4.34776 -0.13923
H 1.08799 0.66636 -5.89321
C -0.59297 -2.92306 1.14938
C 3.29401 0.13521 -1.41714
H 5.81368 -2.69121 2.05227
H -4.86540 2.95460 -0.92885
C 3.64523 4.08071 1.51977
O 3.39959 4.22752 0.28679
H 1.66333 -3.29035 -0.87194
H 4.00737 -0.15969 -0.65180
O -0.41805 -1.61538 0.77730
C -0.44737 -1.98435 -4.45048
H -0.63850 -5.11068 2.69206
H -2.82483 -4.42116 1.42861

The least stable of the structures above is x, whereas w is the most stable.